This record from the Open Molecules 2025 dataset describes a structure of composition C38H40CrN6O5S. The level of theory is ωB97M-V/def2-TZVPD.

Values from the calculation:
HOMO level (spin up / spin down): -0.2815 / -0.2961 Eh
Gap between HOMO and LUMO (spin up / spin down): 7.799 / 8.060 eV
Expectation value of S²: 6.01
Multiplicity: 5
E_tot: -98492.72041 eV

Last column: Mulliken charge in e.
Cartesian coordinates (Å):
Cr  0.812  0.583  -0.943  1.28
C  2.102  -0.253  -4.044  -2.80
C  1.411  -1.131  -3.027  1.47
C  2.110  -1.568  -1.887  0.31
C  3.601  -1.307  -1.795  -2.45
C  1.475  -2.409  -0.957  2.60
C  2.192  -2.809  0.309  -2.78
C  0.172  -2.848  -1.188  0.99
C  -0.476  -3.796  -0.211  -2.59
C  -0.528  -2.398  -2.314  1.56
C  -1.982  -2.752  -2.513  -2.66
C  0.102  -1.581  -3.256  1.30
C  -0.612  -1.225  -4.533  -2.16
H  2.555  -0.863  -4.832  0.43
H  2.879  0.356  -3.591  0.48
H  1.398  0.432  -4.512  0.60
H  3.844  -0.320  -1.402  0.23
H  4.053  -1.390  -2.783  0.45
H  4.083  -2.046  -1.159  0.43
H  2.734  -3.753  0.192  0.35
H  1.492  -2.934  1.133  0.53
H  2.914  -2.049  0.607  0.31
H  -0.922  -3.255  0.630  0.41
H  0.251  -4.497  0.198  0.39
H  -1.259  -4.386  -0.682  0.47
H  -2.108  -3.638  -3.142  0.39
H  -2.513  -1.933  -2.998  0.45
H  -2.480  -2.947  -1.565  0.57
H  -1.248  -0.346  -4.415  0.20
H  -1.246  -2.051  -4.857  0.51
H  0.090  -1.025  -5.339  0.46
C  4.205  1.276  1.626  -2.34
C  2.802  1.468  1.111  0.85
O  2.413  0.623  0.273  0.50
C  1.987  2.540  1.599  0.59
C  2.494  3.410  2.601  -1.17
C  1.742  4.412  3.136  -1.00
C  0.417  4.587  2.674  -0.54
C  -0.111  3.783  1.709  -1.13
C  0.654  2.730  1.117  0.28
O  0.096  2.021  0.211  0.31
H  4.643  0.412  1.134  0.27
H  4.207  1.117  2.705  0.47
H  4.813  2.157  1.419  0.46
H  3.507  3.271  2.956  0.40
H  2.148  5.061  3.899  0.41
H  -0.190  5.381  3.093  0.45
H  -1.119  3.913  1.338  0.51
O  1.781  2.448  -2.381  -0.78
C  0.588  2.571  -2.660  0.55
N  -0.306  1.558  -2.506  0.32
S  -1.843  2.044  -2.792  0.89
O  -2.395  1.337  -3.918  -0.83
O  -2.630  2.066  -1.590  -0.68
C  -1.407  3.692  -3.259  0.22
C  -2.227  4.725  -3.667  -0.88
C  -1.616  5.940  -3.953  -0.50
C  -0.237  6.100  -3.830  -0.62
C  0.569  5.047  -3.418  -0.49
C  -0.042  3.838  -3.139  0.01
H  -3.297  4.595  -3.757  0.50
H  -2.223  6.777  -4.274  0.40
H  0.207  7.060  -4.057  0.42
H  1.641  5.150  -3.313  0.55
C  0.368  -0.550  2.694  -1.18
C  -0.826  -0.486  1.808  0.12
N  -0.845  -0.648  0.505  1.60
C  -2.162  -0.540  0.118  -0.30
C  -2.947  -0.314  1.198  -2.05
N  -2.085  -0.274  2.280  0.50
C  -2.477  -0.143  3.660  -1.12
N  -2.061  -1.294  4.427  0.83
N  -1.336  -1.123  5.555  -0.73
N  -0.980  -2.260  6.013  -0.56
C  -1.455  -3.237  5.160  0.29
C  -1.311  -4.628  5.202  -0.75
C  -1.870  -5.346  4.172  -0.58
C  -2.558  -4.706  3.116  -0.45
C  -2.714  -3.341  3.064  -0.65
C  -2.148  -2.620  4.124  1.05
H  1.261  -0.550  2.076  -0.32
H  0.366  -1.461  3.296  0.18
H  0.407  0.300  3.377  0.44
H  -2.456  -0.594  -0.916  0.56
H  -4.004  -0.144  1.303  0.56
H  -3.560  -0.033  3.681  0.39
H  -2.018  0.721  4.139  0.36
H  -0.775  -5.106  6.010  0.45
H  -1.780  -6.424  4.161  0.38
H  -2.971  -5.312  2.320  0.40
H  -3.225  -2.858  2.243  0.42

***

This record from the Open Molecules 2025 dataset describes a structure of composition C38H40FIrN4O3PSSi in a non-equilibrium geometry. The level of theory is ωB97M-V/def2-TZVPD.

Values from the calculation:
HOMO level: -0.3601 Eh
Gap between HOMO and LUMO: 6.778 eV
Net charge: +1
E_tot: -85712.93590 eV

Last column: Mulliken charge in e.
Cartesian coordinates (Å):
Ir  0.210  1.150  0.076  1.48
C  3.413  -0.501  -0.846  -0.71
Si  3.375  0.056  0.915  -0.29
C  4.893  1.090  1.175  -1.13
C  3.442  -1.471  1.997  -0.61
N  1.927  1.006  1.239  0.30
C  1.811  1.657  2.478  0.72
C  2.619  1.389  3.594  -0.24
C  2.457  2.065  4.797  -1.22
C  1.487  3.045  4.944  -0.56
C  0.686  3.356  3.855  -1.04
C  0.876  2.661  2.688  0.58
F  0.116  3.013  1.593  -0.14
H  4.164  -1.289  -0.966  0.61
H  3.677  0.321  -1.519  0.28
H  2.466  -0.915  -1.167  -0.12
H  5.782  0.504  0.916  0.40
H  5.020  1.448  2.197  0.36
H  4.865  1.964  0.518  0.31
H  4.350  -2.043  1.781  0.45
H  2.593  -2.131  1.821  -0.07
H  3.451  -1.230  3.062  0.36
H  3.389  0.635  3.518  0.25
H  3.102  1.818  5.631  0.44
H  1.364  3.573  5.880  0.43
H  -0.072  4.128  3.897  0.50
O  2.131  2.431  -3.421  -0.71
C  1.515  1.482  -2.998  0.27
O  0.600  1.533  -2.051  -1.13
C  1.611  0.090  -3.515  0.94
C  2.385  -0.213  -4.620  -0.89
C  2.454  -1.525  -5.071  -0.86
C  1.767  -2.521  -4.397  -0.71
C  0.999  -2.218  -3.276  -1.25
C  0.891  -0.901  -2.843  0.01
P  -0.210  -0.496  -1.429  2.02
C  -1.825  -0.158  -2.179  0.27
C  -1.934  0.238  -3.507  -0.80
C  -3.182  0.531  -4.046  -0.77
C  -4.321  0.421  -3.263  -0.74
C  -4.216  0.020  -1.936  -0.74
C  -2.973  -0.261  -1.396  0.03
C  -0.484  -2.093  -0.622  -0.08
C  -1.430  -3.015  -1.072  -0.51
C  -1.566  -4.239  -0.427  -0.83
C  -0.753  -4.552  0.656  -0.89
C  0.186  -3.634  1.109  0.05
C  0.307  -2.405  0.476  1.08
H  2.930  0.586  -5.105  0.55
H  3.045  -1.770  -5.944  0.42
H  1.827  -3.546  -4.739  0.47
H  0.482  -3.015  -2.760  0.36
H  -1.050  0.317  -4.128  0.48
H  -3.259  0.837  -5.082  0.48
H  -5.292  0.648  -3.685  0.41
H  -5.103  -0.063  -1.321  0.46
H  -2.890  -0.549  -0.354  0.45
H  -2.051  -2.787  -1.930  0.60
H  -2.298  -4.953  -0.783  0.48
H  -0.851  -5.514  1.145  0.47
H  0.832  -3.881  1.944  0.47
H  1.025  -1.679  0.828  -1.04
S  -1.848  2.497  -0.443  -0.55
C  -1.910  3.484  -1.848  0.99
N  -0.837  3.762  -2.613  0.14
C  -0.867  4.520  -3.735  -0.25
C  -2.029  5.099  -4.137  -0.74
C  -3.175  4.877  -3.354  -0.27
C  -3.121  4.092  -2.234  -0.79
H  0.025  3.264  -2.383  0.03
H  0.075  4.610  -4.256  0.50
H  -2.057  5.710  -5.026  0.44
H  -4.116  5.326  -3.648  0.42
H  -3.995  3.909  -1.626  0.47
N  -0.800  0.363  1.504  -0.46
C  -1.161  -0.284  2.386  0.58
N  -1.589  -1.012  3.377  0.09
C  -0.853  -1.077  4.655  -0.19
C  -0.741  -2.532  5.056  -0.50
O  -2.019  -3.146  5.093  -0.40
C  -2.654  -3.137  3.826  -0.34
C  -2.881  -1.719  3.344  -0.39
H  -1.413  -0.524  5.411  0.27
H  0.127  -0.619  4.530  0.17
H  -0.327  -2.608  6.059  0.38
H  -0.086  -3.063  4.355  0.20
H  -3.609  -3.644  3.947  0.39
H  -2.048  -3.680  3.094  0.11
H  -3.579  -1.205  4.007  0.30
H  -3.274  -1.709  2.328  0.27